Entry 1:
{
  "formula": "C6HN4O3",
  "method": "ωB97M-V with the def2-TZVPD basis set",
  "energy_ha": -673.34353,
  "gap_ha": [0.2604, 0.2603],
  "e_homo_ev": [-14.217, -16.708],
  "largest_force_ev_per_a": 4.70,
  "charge": 1,
  "spin_multiplicity": 3,
  "species": ["C", "C", "C", "C", "C", "C", "N", "N", "N", "N", "O", "O", "O", "H"],
  "coordinates": [[-0.81, -0.96, 1.98], [0.45, 1.20, 1.96], [-2.35, 0.67, -1.46], [1.74, -0.28, -1.95], [-0.44, -0.06, -0.09], [0.12, -0.10, 1.24], [-1.19, -1.93, 2.41], [0.99, 2.08, 2.41], [-1.41, 0.44, -0.69], [0.70, -1.10, -1.41], [-3.18, 1.03, -2.14], [2.13, 0.41, -2.78], [2.06, -0.94, -0.79], [1.17, -0.48, 1.30]],
  "lowdin_charge": [-0.158, -0.136, -0.120, -0.470, 0.013, -0.223, 0.245, 0.221, 0.253, 0.358, 0.350, 0.298, 0.193, 0.174]
}

---

Entry 2:
{
  "formula": "C13H26AuN3O3P",
  "method": "ωB97M-V with the def2-TZVPD basis set",
  "energy_ha": -1377.26545,
  "gap_ha": [0.1408, 0.2536],
  "e_homo_ev": [-9.921, -15.041],
  "largest_force_ev_per_a": 2.90,
  "charge": 2,
  "spin_multiplicity": 4,
  "species": ["C", "C", "N", "C", "C", "C", "C", "C", "P", "H", "H", "H", "C", "C", "H", "H", "H", "C", "C", "H", "H", "H", "H", "H", "H", "H", "H", "H", "H", "H", "H", "Au", "H", "O", "H", "H", "N", "N", "C", "C", "O", "O", "H", "H", "H", "H", "H"],
  "coordinates": [[-0.45, -3.03, 0.52], [0.92, -2.77, -0.03], [1.21, -1.52, -0.37], [2.50, -1.17, -0.68], [3.45, -2.22, -0.86], [3.10, -3.54, -0.61], [1.82, -3.83, -0.16], [2.86, 0.18, -0.83], [1.81, 1.57, -0.70], [1.49, -4.84, 0.08], [4.44, -1.95, -1.23], [3.82, -4.34, -0.77], [-1.85, -2.35, -1.35], [-2.54, -1.92, 0.95], [3.91, 0.37, -1.09], [-0.42, -3.00, 1.63], [-0.81, -4.02, 0.21], [2.08, 2.74, -2.06], [2.01, 2.40, 0.89], [1.29, 3.51, -2.01], [3.07, 3.21, -2.00], [1.98, 2.19, -3.01], [1.10, 2.94, 1.17], [2.23, 1.64, 1.65], [2.85, 3.11, 0.86], [-3.12, -2.86, 0.93], [-2.16, -1.78, 1.97], [-3.17, -1.08, 0.65], [-2.38, -3.32, -1.34], [-2.51, -1.55, -1.68], [-0.96, -2.42, -1.99], [-0.41, 0.00, -0.28], [0.35, 1.40, -1.06], [0.93, -0.45, 2.44], [0.76, 0.46, 2.77], [1.50, -0.86, 3.12], [-1.41, -2.02, 0.02], [-2.64, 4.06, 0.95], [-3.51, 3.13, 0.17], [-2.77, 1.81, -0.01], [-3.33, 0.86, -0.57], [-1.55, 1.85, 0.47], [-3.08, 4.23, 1.85], [-2.58, 4.97, 0.48], [-1.70, 3.63, 1.04], [-4.46, 2.98, 0.68], [-3.68, 3.59, -0.80]],
  "lowdin_charge": [-0.133, -0.300, -0.009, -0.342, -0.001, -0.081, 0.017, -0.164, 0.865, 0.136, 0.128, 0.115, -0.056, -0.056, 0.108, 0.135, 0.146, -0.198, -0.192, 0.065, 0.077, 0.076, 0.048, 0.046, 0.079, 0.119, 0.100, 0.072, 0.116, 0.088, 0.096, 1.022, -0.005, -0.095, 0.051, 0.077, -0.332, 0.191, -0.029, -0.614, 0.039, -0.197, 0.179, 0.175, 0.139, 0.153, 0.147]
}